C22H15N3O7Os as an isolated structure, computed with wB97M-V/def2-TZVPD.

Structure (ORCA input):
```
! wB97M-V def2-TZVPD RIJCOSX def2/J DEFGRID3
* xyz 0 1
Os -0.537 -0.553 -0.429
C 1.332 -4.288 -2.352
O 1.230 -5.015 -1.108
C 1.010 -4.419 0.042
C 1.209 -5.197 1.188
C 0.983 -4.680 2.438
C 0.532 -3.347 2.618
C 0.314 -2.558 1.530
C -0.139 -1.136 1.607
N -1.415 -0.795 1.254
N -2.052 0.267 1.867
C -2.191 1.200 0.974
O -1.621 1.090 -0.213
C -2.942 2.434 1.266
C -3.686 2.530 2.440
C -4.384 3.692 2.719
C -4.341 4.759 1.829
C -3.603 4.661 0.658
C -2.902 3.499 0.373
C 0.546 -3.072 0.221
O 0.297 -2.319 -0.790
H 1.723 -5.009 -3.061
H 2.022 -3.453 -2.253
H 0.360 -3.923 -2.674
H 1.552 -6.214 1.052
H 1.157 -5.308 3.301
H 0.362 -2.952 3.611
H 0.358 -0.479 2.318
H -3.713 1.690 3.121
H -4.965 3.765 3.629
H -4.887 5.667 2.050
H -3.574 5.490 -0.036
H -2.330 3.408 -0.539
O 5.134 3.243 -1.437
C 4.501 2.786 -2.383
O 4.469 2.927 -3.604
C 3.207 1.952 -1.882
C 3.027 1.747 -0.519
C 1.941 1.015 -0.095
N 1.060 0.515 -0.977
C 1.225 0.718 -2.299
C 2.295 1.433 -2.787
C 0.147 0.081 -3.153
O 0.182 0.151 -4.352
O -0.774 -0.541 -2.448
H 3.736 2.155 0.187
H 1.741 0.818 0.951
H 2.403 1.567 -3.854
*
```

Output
relative energy (zero: lowest compared OMol25 entry of this formula, charge and spin): 10.6 kcal per mole
E: -44324.29883 eV
orbital gap (spin up / spin down): 3.85 / 3.83 eV
E_HOMO (spin up / spin down): -8.057 / -8.057 eV